Here is 2 unconnected molecules or ions with the total composition C11H15N at a distorted geometry from OMol25. Energies are from ωB97M-V with the def2-TZVPD basis set.

Last column: Löwdin charge in e.
Element x y z (Å)
1 C 2.09 -0.27 -2.05  -0.064
2 C 0.68 -0.11 -1.58  -0.252
3 C -0.53 -0.29 -2.25  -0.009
4 N -1.53 0.34 -1.45  0.081
5 C -0.88 0.94 -0.34  -0.230
6 C -1.38 1.55 0.78  -0.032
7 C -0.48 2.30 1.57  -0.076
8 C 0.92 2.10 1.42  -0.097
9 C 1.39 1.22 0.46  -0.029
10 C 0.46 0.59 -0.37  -0.178
11 H 2.78 -0.53 -1.28  0.057
12 H 2.41 0.67 -2.53  0.083
13 H 2.22 -1.08 -2.86  0.103
14 H -0.76 -0.75 -3.19  0.107
15 H -2.47 0.45 -1.71  0.124
16 H -2.47 1.49 1.11  0.128
17 H -1.02 2.95 2.18  0.074
18 H 1.60 2.67 2.00  0.084
19 H 2.48 1.37 0.49  0.118
20 C -1.03 -2.94 2.00  -0.191
21 C 0.19 -3.52 1.36  -0.180
22 H -1.94 -3.58 1.90  0.072
23 H -0.86 -2.66 3.01  0.050
24 H -1.45 -2.02 1.50  0.071
25 H 0.07 -4.20 0.59  0.031
26 H 0.92 -4.00 2.05  0.073
27 H 0.76 -2.60 0.99  0.080

The calculation puts the energy above the lowest of the compared OMol25 structures with the same formula, charge and spin at 170.5 kJ/mol. The HOMO energy comes out at -7.74 eV. As for the maximum force: 3.8 eV/Å. As for the SMILES: Cc1c[nH]c2ccccc12.CC. Its frontier orbital gap is 0.319 hartree. As for the spin multiplicity: 1. The calculation puts the total energy at -482.85023 a.u.


Here is 2 unconnected molecules or ions with the total composition C11H15N at a distorted geometry from OMol25. Energies are from ωB97M-V with the def2-TZVPD basis set.

Last column: Löwdin charge in e.
Element x y z (Å)
1 C 1.51 0.06 3.81  -0.059
2 C 0.99 0.52 2.50  -0.275
3 C 0.66 1.78 2.25  -0.066
4 N -0.12 1.86 1.07  0.072
5 C -0.13 0.56 0.54  -0.203
6 C -0.70 0.09 -0.66  -0.011
7 C -0.66 -1.28 -0.81  -0.110
8 C 0.06 -2.13 0.05  -0.109
9 C 0.61 -1.70 1.23  -0.010
10 C 0.60 -0.29 1.38  -0.136
11 H 1.99 0.78 4.50  0.084
12 H 2.25 -0.74 3.72  0.070
13 H 0.65 -0.51 4.27  0.100
14 H 0.88 2.78 2.68  0.132
15 H -0.22 2.65 0.45  0.137
16 H -1.23 0.67 -1.40  0.095
17 H -1.15 -1.76 -1.64  0.088
18 H 0.21 -3.14 -0.33  0.101
19 H 1.08 -2.39 1.88  0.101
20 C -1.89 0.16 -4.95  -0.161
21 C -0.49 0.16 -4.32  -0.164
22 H -1.69 0.33 -6.03  0.068
23 H -2.42 -0.77 -4.83  0.055
24 H -2.50 0.96 -4.55  0.052
25 H -0.36 0.98 -3.62  0.049
26 H 0.35 -0.06 -4.96  0.057
27 H -0.55 -0.63 -3.52  0.043

The calculation puts the energy above the lowest of the compared OMol25 structures with the same formula, charge and spin at 113.9 kJ/mol. The HOMO energy comes out at -7.91 eV. As for the maximum force: 3.6 eV/Å. As for the SMILES: Cc1c[nH]c2ccccc12.CC. Its frontier orbital gap is 0.326 hartree. As for the spin multiplicity: 1. The calculation puts the total energy at -482.87179 a.u.


Here is 2 unconnected molecules or ions with the total composition C11H15N at a distorted geometry from OMol25. Energies are from ωB97M-V with the def2-TZVPD basis set.

Last column: Löwdin charge in e.
Element x y z (Å)
1 C 1.80 -2.03 0.71  -0.027
2 C 0.52 0.28 -0.06  -0.034
3 C 1.67 -0.56 0.54  -0.099
4 C 0.81 1.69 0.06  -0.180
5 C 2.65 0.39 0.83  0.066
6 C -0.63 0.01 -0.99  0.029
7 C -1.16 0.98 -1.81  -0.034
8 C -0.82 2.34 -1.55  -0.024
9 C 0.05 2.68 -0.56  0.019
10 N 2.10 1.67 0.61  0.141
11 H -0.88 -1.10 -0.98  0.116
12 H -1.88 0.74 -2.67  0.154
13 H -1.15 3.01 -2.23  0.086
14 H 1.06 -2.72 1.27  0.128
15 H 2.84 -2.51 1.01  0.138
16 H 3.57 0.34 1.23  0.112
17 H 2.64 2.51 0.83  0.185
18 H 0.22 3.76 -0.41  0.144
19 H 1.67 -2.33 -0.30  0.073
20 C -3.01 -2.43 1.57  -0.157
21 C -2.80 -2.89 0.09  -0.169
22 H -2.10 -1.88 1.98  0.067
23 H -3.96 -1.87 1.69  0.082
24 H -2.75 -3.20 2.20  0.018
25 H -1.81 -2.80 -0.18  -0.020
26 H -3.52 -2.39 -0.68  0.099
27 H -3.13 -3.99 0.04  0.087

The calculation puts the energy above the lowest of the compared OMol25 structures with the same formula, charge and spin at 293.3 kJ/mol. The HOMO energy (alpha / beta) comes out at -13.22 / -13.21 eV. As for the maximum force: 5.9 eV/Å. Its net charge is +1. Its frontier orbital gap (alpha / beta) is 0.352 / 0.216 hartree. As for the spin multiplicity: 2. The calculation puts the total energy at -482.52474 a.u.


Here is 2 unconnected molecules or ions with the total composition C11H15N at a distorted geometry from OMol25. Energies are from ωB97M-V with the def2-TZVPD basis set.

Last column: Löwdin charge in e.
Element x y z (Å)
1 C -3.12 0.80 -1.45  -0.180
2 C -1.70 1.24 -1.39  -0.178
3 H -3.57 0.43 -2.42  0.097
4 H -3.25 0.09 -0.70  0.020
5 H -3.75 1.68 -1.13  0.087
6 H -1.55 2.13 -0.83  0.043
7 H -1.09 1.54 -2.27  0.088
8 H -1.36 0.40 -0.61  0.074
9 C -0.20 -2.84 0.16  -0.034
10 C 0.94 0.58 1.27  -0.165
11 C 1.06 -0.51 0.27  -0.051
12 C -0.02 -1.45 0.64  -0.199
13 C -0.66 -0.91 1.73  0.042
14 C 2.12 1.40 1.43  0.083
15 C 3.08 1.22 0.39  -0.046
16 C 1.98 -0.45 -0.86  0.063
17 C 2.96 0.47 -0.70  -0.096
18 N -0.24 0.44 1.95  0.106
19 H -0.25 0.80 2.91  0.173
20 H 2.21 2.24 2.05  0.103
21 H -1.70 -1.23 2.22  0.202
22 H 3.79 2.05 0.45  0.133
23 H 1.53 -0.97 -1.71  0.140
24 H -1.34 -3.14 0.15  0.132
25 H 0.19 -3.61 0.79  0.074
26 H 3.74 0.81 -1.48  0.165
27 H 0.22 -3.19 -0.87  0.124

The calculation puts the energy above the lowest of the compared OMol25 structures with the same formula, charge and spin at 321.7 kJ/mol. The HOMO energy (alpha / beta) comes out at -13.23 / -13.39 eV. As for the maximum force: 5.6 eV/Å. Its net charge is +1. Its frontier orbital gap (alpha / beta) is 0.332 / 0.223 hartree. As for the spin multiplicity: 2. The calculation puts the total energy at -482.51390 a.u.


Here is 2 unconnected molecules or ions with the total composition C11H15N2 at a distorted geometry from OMol25. Energies are from ωB97M-V with the def2-TZVPD basis set.

Last column: Löwdin charge in e.
Element x y z (Å)
1 C 0.32 2.67 -2.76  -0.042
2 C -0.86 2.96 -2.07  -0.026
3 C 1.14 1.62 -2.33  0.002
4 C -1.30 2.16 -0.98  -0.018
5 C 0.66 0.87 -1.17  -0.032
6 C -0.51 1.17 -0.52  -0.200
7 C -0.23 -1.87 -0.42  0.009
8 C -0.62 -1.06 0.57  -0.192
9 C -0.57 -3.16 0.29  -0.115
10 C -1.07 -2.23 1.47  -0.097
11 C -0.98 0.35 0.65  -0.125
12 N -1.67 0.83 1.62  0.256
13 N 2.74 -1.05 2.13  -0.028
14 H 0.81 3.50 -3.22  0.106
15 H -1.27 3.88 -2.22  0.081
16 H 2.14 1.52 -2.72  0.107
17 H -2.26 2.51 -0.56  0.129
18 H 1.37 0.16 -0.75  0.102
19 H 0.25 -1.72 -1.47  0.163
20 H -1.43 -3.77 -0.08  0.137
21 H 0.38 -3.69 0.39  0.120
22 H -0.29 -2.17 2.29  0.130
23 H -2.15 -2.48 1.66  0.130
24 H -1.81 0.27 2.49  0.175
25 H -2.12 1.75 1.68  0.156
26 H 2.86 -0.36 1.29  0.045
27 H 3.28 -0.67 2.88  -0.018
28 H 3.16 -2.00 1.85  0.046

The calculation puts the energy above the lowest of the compared OMol25 structures with the same formula, charge and spin at 218.3 kJ/mol. The HOMO energy comes out at -12.90 eV. As for the maximum force: 4.0 eV/Å. Its net charge is +1. Its frontier orbital gap is 0.302 hartree. As for the spin multiplicity: 1. The calculation puts the total energy at -537.32939 a.u.


Here is 3 unconnected molecules or ions with the total composition C11H15N2 at a distorted geometry from OMol25. Energies are from ωB97M-V with the def2-TZVPD basis set.

Last column: Löwdin charge in e.
Element x y z (Å)
1 C -3.91 0.78 0.30  -0.080
2 C -3.71 -0.52 0.71  -0.050
3 C -2.91 1.62 -0.15  -0.034
4 C -2.42 -1.06 0.67  -0.032
5 C -1.61 1.05 -0.15  -0.038
6 C -1.44 -0.31 0.06  -0.247
7 C 2.94 1.23 -0.28  -0.017
8 C 1.80 1.05 0.25  0.006
9 C 2.93 2.55 0.47  -0.102
10 C 1.48 2.32 0.85  -0.130
11 C -0.06 -0.86 -0.01  0.000
12 N 0.15 -1.92 -0.62  0.147
13 N 2.31 -3.54 -0.87  0.028
14 H -4.87 1.21 0.42  0.101
15 H -4.59 -1.10 1.04  0.129
16 H -3.08 2.63 -0.43  0.102
17 H -2.43 -2.07 0.86  0.089
18 H -0.74 1.64 -0.60  0.111
19 H 3.68 0.64 -0.79  0.122
20 H 3.73 2.56 1.16  0.117
21 H 2.84 3.36 -0.34  0.167
22 H 0.86 2.70 -0.02  0.125
23 H 1.00 2.42 1.86  0.152
24 H 1.09 -2.18 -0.98  0.059
25 H -0.57 -2.57 -0.95  0.149
26 H 2.32 -3.83 0.05  0.005
27 H 1.93 -4.36 -1.32  0.052
28 H 3.30 -3.43 -1.17  0.072

The calculation puts the energy above the lowest of the compared OMol25 structures with the same formula, charge and spin at 590.4 kJ/mol. The HOMO energy (alpha / beta) comes out at -12.01 / -12.00 eV. As for the maximum force: 4.3 eV/Å. Its net charge is +1. Its frontier orbital gap (alpha / beta) is 0.282 / 0.282 hartree. As for the spin multiplicity: 1. The calculation puts the total energy at -537.18766 a.u.


M? In order: 161.248 161.248 161.248 161.248 175.255 175.255 g/mol.